Entry from OMol25: a 2-piece molecular cluster, C15H27N3O7P2 overall in a non-equilibrium geometry (ωB97M-V/def2-TZVPD).

Frontier orbital gap (eV): 9.84
Total charge: 0
Structure (SMILES): C#C[C@@](C#N)(CNC)[C@H](C#N)CP(=O)(O)O.CCOP(=O)(OCC)OCC

Cartesian coordinates (Å):
C 0.91259 1.63014 -1.89419
C 0.21145 1.12821 -2.72799
C -0.56984 0.24590 -3.62429
C -0.51440 0.90509 -4.95723
N -0.43217 1.43382 -5.96690
C 0.09789 -1.13514 -3.75954
N 1.55209 -0.94622 -3.87280
C 2.22858 -2.19749 -4.29329
C -2.09667 0.22759 -3.15581
C -2.32477 0.96220 -1.90489
N -2.51783 1.63980 -1.00274
C -2.73354 -1.18362 -3.03720
P -3.41916 -1.76207 -4.62605
O -4.08115 -3.05161 -4.44023
O -4.52418 -0.65412 -5.02603
O -2.33863 -1.69974 -5.79268
H 1.68216 1.95024 -1.22924
H -0.07874 -1.77147 -2.88240
H -0.19922 -1.67574 -4.65468
H 1.91768 -0.75331 -2.94945
H 3.04588 -1.91960 -4.96138
H 1.56212 -2.89392 -4.80029
H 2.67795 -2.69335 -3.42685
H -2.66417 0.76026 -3.92393
H -3.61698 -1.07353 -2.40203
H -2.10928 -1.93016 -2.55436
H -5.27594 -0.77069 -4.42877
H -2.43685 -0.87036 -6.29115
O 2.25739 1.47643 4.73442
P 1.41219 0.59793 3.88782
O 0.16740 0.12838 4.83474
C -0.45751 1.03451 5.74214
C -1.74171 1.59275 5.15848
O 2.28854 -0.77178 3.82556
C 3.69238 -0.76303 4.08475
C 3.96968 -1.26354 5.48644
O 0.71533 0.16271 2.47853
C -0.19346 1.06150 1.82548
C 0.33316 2.47793 1.73272
H 0.21389 1.84639 6.02536
H -0.68325 0.46563 6.64555
H -1.52824 2.25965 4.31892
H -2.28817 2.16511 5.90918
H -2.38231 0.79057 4.79087
H 4.11620 0.22868 3.92996
H 4.15589 -1.43142 3.35588
H 3.43657 -0.66811 6.22767
H 5.03730 -1.22669 5.70943
H 3.62509 -2.29298 5.59561
H -1.16053 1.03237 2.33312
H -0.35013 0.67755 0.81731
H 0.43513 2.93221 2.72532
H -0.34575 3.09585 1.14525
H 1.32005 2.49029 1.26590

***

Entry from OMol25: C32H32N5O4S2SiV as an isolated structure in a non-equilibrium geometry (ωB97M-V/def2-TZVPD).

Relative energy (zero: lowest compared OMol25 entry of this formula, charge and spin) (kJ/mol): 150.27
Expectation value of S²: 3.78
Frontier orbital gap (alpha / beta) (eV): 5.31 / 6.11
Total charge: -1
2S+1: 4

Cartesian coordinates (Å):
V -0.73854 0.31176 -0.01960
C -3.93743 -2.16867 -1.25870
C -3.70108 -3.30953 -0.49815
C -2.75065 -3.25645 0.50107
C -2.00191 -2.08732 0.66290
N -2.15315 -1.02722 -0.16218
C -3.12801 -1.05659 -1.06696
C -1.01108 -1.85343 1.68738
C -0.74204 -2.63808 2.80864
C 0.22693 -2.21775 3.71090
C 0.91853 -1.04122 3.47121
C 0.61975 -0.30241 2.32170
N -0.35578 -0.69714 1.47156
C 1.31162 0.86244 1.84352
C 2.42846 1.43771 2.46327
C 3.04549 2.52239 1.88586
C 2.54156 3.00105 0.66847
C 1.45644 2.37129 0.09785
N 0.83222 1.33586 0.65223
H -4.69646 -2.15799 -2.02293
H -4.26790 -4.21289 -0.66795
H -2.57119 -4.10429 1.14645
H -3.29678 -0.14383 -1.62031
H -1.29259 -3.54858 2.98560
H 0.44481 -2.80450 4.59221
H 1.66695 -0.69553 4.16769
H 2.80112 1.02172 3.38592
H 3.90218 2.98913 2.35397
H 2.99885 3.84660 0.18113
H 1.07004 2.69855 -0.86076
C -0.59548 -1.69642 -6.17310
Si 0.85691 -2.33153 -5.12190
C 2.45647 -1.73760 -6.01020
C 0.84602 -4.25057 -5.21964
C 1.14720 -1.92520 -3.29327
C 2.33998 -2.28770 -2.72008
C 2.57886 -1.99602 -1.37707
C 1.61251 -1.31030 -0.67952
N 0.43101 -0.94526 -1.18279
C 0.16883 -1.29337 -2.47372
S -1.34995 -1.05298 -3.14463
H -0.43737 -1.94471 -7.21885
H -0.70615 -0.62142 -6.09103
H -1.53336 -2.13275 -5.85288
H 2.42939 -1.97689 -7.06897
H 3.34729 -2.20066 -5.59775
H 2.57914 -0.66332 -5.91851
H 0.74407 -4.59465 -6.24448
H 0.02119 -4.66178 -4.64741
H 1.76336 -4.67378 -4.82097
H 3.08290 -2.81128 -3.30181
H 3.49653 -2.28921 -0.88844
H 1.80895 -1.06547 0.35880
C 1.96598 4.08347 5.25135
C 0.82436 3.48316 4.48570
C 0.34399 4.09171 3.33387
C -0.67299 3.50716 2.59923
C -1.22702 2.31274 3.01652
C -0.77722 1.70537 4.17345
C 0.24631 2.28642 4.89981
S -2.55746 1.57571 2.04313
O -2.71638 0.22116 2.52816
O -3.69625 2.45516 2.21480
N -2.00007 1.57857 0.55640
C -2.49799 2.53427 -0.37748
C -1.49982 2.52800 -1.56999
O -1.44758 3.49147 -2.32667
O -0.80034 1.48296 -1.62208
H 2.29450 5.01073 4.78847
H 2.80465 3.39058 5.27524
H 1.67674 4.29132 6.28055
H 0.77018 5.02974 3.00149
H -1.03104 3.96905 1.69313
H -1.23312 0.77385 4.47442
H 0.60699 1.80237 5.79803
H -2.59181 3.54292 0.04547
H -3.49328 2.23989 -0.75679

***

Entry from OMol25: a 2-piece molecular cluster, Cl2S overall in a non-equilibrium geometry (ωB97M-V/def2-TZVPD).

Relative energy (zero: lowest compared OMol25 entry of this formula, charge and spin) (kJ/mol): 263.15
Frontier orbital gap (eV): 5.94
Total charge: 0

Cartesian coordinates (Å):
S 0.64827 1.11540 0.00117
Cl -1.99104 -0.44159 -0.00188
Cl 1.34277 -0.67380 0.00071

***

| no. | total energy (eV) |
| --- | --- |
| 1 | -53373.8040 |
| 2 | -104584.9920 |
| 3 | -35876.9333 |